Molecular formula: BrH2NO2P
Method: DFT, wB97M-V/def2-TZVPD

Geometry as XYZ:
```
7
BrH2NO2P (wB97M-V/def2-TZVPD)
N -1.19375 0.43392 0.26604
P 0.38489 -0.69523 -0.03518
O 0.37562 -1.01946 -1.49699
O 0.44432 -1.77995 0.99287
Br 1.95970 0.93344 0.10439
H -0.57265 1.16538 0.74468
H -1.39813 0.96190 -0.57583
```

Results
**Frontier orbital gap**: 0.326 Eh
**Total charge**: -1
**ΔE to the lowest compared entry with this formula, charge and spin**: 72.31 kJ/mol
**LUMO energy**: 3.471 eV
**E_HOMO**: -5.4 eV
**SMILES**: N[P@](=O)([O-])Br

Atom charges from the natural (NBO) analysis, given in e for atoms 1 to 5: -1.1365 2.1254 -1.1537 -1.1084 -0.4166

Molecular formula: C25H34AuGeN6O2
Method: DFT, wB97M-V/def2-TZVPD

Geometry as XYZ:
```
69
C25H34AuGeN6O2 (wB97M-V/def2-TZVPD)
Au 0.05124 -0.09884 0.41381
C 1.54767 2.92011 -0.74783
N 0.28951 2.71873 -0.05726
C -0.93117 3.00451 -0.77128
C -1.51934 1.79855 -1.46124
N -1.19884 0.54088 -1.27521
C -1.97291 -0.19491 -2.18657
C -1.99624 -1.56267 -2.45625
C -2.88626 -1.99667 -3.41735
C -3.72679 -1.10362 -4.10618
C -3.69213 0.25345 -3.86147
C -2.79191 0.67867 -2.88965
N -2.47362 1.94146 -2.40860
C 2.02803 1.68388 -1.46185
N 1.77861 0.45502 -1.11053
C 2.40659 -0.35350 -2.05501
C 2.42620 -1.74358 -2.15886
C 3.13485 -2.28275 -3.21109
C 3.80849 -1.46522 -4.13809
C 3.79053 -0.08836 -4.04263
C 3.07170 0.44605 -2.97667
N 2.80455 1.75099 -2.57671
H 2.29938 3.20908 -0.01138
H 1.49102 3.73586 -1.48129
H 0.29679 3.13095 0.86022
H -0.77829 3.77915 -1.53534
H -1.67368 3.39500 -0.07268
H -1.34158 -2.24440 -1.93265
H -2.93550 -3.05138 -3.65396
H -4.40515 -1.48834 -4.85599
H -4.32456 0.94438 -4.40268
H -2.87650 2.81446 -2.70319
H 1.89929 -2.36189 -1.44188
H 3.17666 -3.35694 -3.33120
H 4.35211 -1.93026 -4.94960
H 4.30815 0.53408 -4.76019
H 3.15188 2.59262 -3.00314
O -1.81465 -4.82121 0.54544
C -1.64785 -3.50729 0.66820
O -0.81561 -2.89439 0.04576
C -2.59341 -2.83484 1.66136
N -3.47020 -3.83844 2.28371
C -4.87893 -3.54459 1.93657
C -4.76987 -2.69514 0.67568
C -3.52854 -1.84868 0.95134
H -1.95309 -2.32762 2.38282
H -3.32357 -3.92034 3.27877
H -2.53464 -5.03001 1.18846
H -5.37543 -2.98008 2.73131
H -5.43232 -4.46945 1.78192
H -5.66223 -2.09417 0.50886
H -4.61603 -3.32571 -0.20327
H -3.77532 -1.02873 1.62993
H -3.07331 -1.42580 0.05844
C 1.74663 -0.00095 5.06541
Ge 0.28492 0.21978 3.80505
C -0.00785 2.11100 3.48706
C -1.30646 -0.56705 4.58680
C 0.65556 -0.68798 2.09429
H 1.47719 0.42133 6.03421
H 2.65358 0.49442 4.71729
H 1.96966 -1.05946 5.20802
H -0.24220 2.60277 4.43213
H -0.84080 2.26899 2.79967
H 0.89211 2.57990 3.08424
H -1.30689 -0.28487 5.64037
H -1.30254 -1.65562 4.53058
H -2.21504 -0.18699 4.11968
H 1.33081 -1.55142 2.12610
```

Results
**Frontier orbital gap (spin up / spin down)**: 0.261 / 0.261 Eh
**Total charge**: +1
**ΔE to the lowest compared entry with this formula, charge and spin**: 0.00 kJ/mol
**LUMO energy (spin up / spin down)**: -3.622 / -3.626 eV
**E_HOMO (spin up / spin down)**: -10.7 / -10.7 eV

Atom charges from the natural (NBO) analysis, given in e for atoms 1 to 5: 0.8405 -0.2633 -0.6199 -0.2675 0.4161

Molecular formula: C31H52I2N2O7S
Method: DFT, wB97M-V/def2-TZVPD

Geometry as XYZ:
```
95
C31H52I2N2O7S (wB97M-V/def2-TZVPD)
C -3.05852 -0.98033 0.42146
C -2.87714 0.14702 0.82043
C -2.65717 1.51438 1.28443
C -2.04996 2.40548 0.14772
S -0.60021 1.57719 -0.59914
C -3.05226 2.50129 -0.91028
N -3.87207 2.56629 -1.70223
C -1.73235 3.83554 0.70736
C -3.04013 4.33932 1.15267
N -4.05703 4.57919 1.61827
C -1.06518 4.70868 -0.41341
I -2.26633 6.47217 -0.88451
C 0.32116 5.26674 -0.01463
C 1.15985 4.36764 0.88174
I 1.42627 5.50301 -1.88555
H -3.11523 -1.86080 -0.17653
H -1.94712 1.46638 2.10961
H -3.62672 1.91454 1.57306
H 0.12929 1.36780 0.50870
H -1.13681 3.78395 1.61424
H -1.00380 4.19104 -1.35910
H 0.25642 6.27717 0.36342
H 0.84838 4.53994 1.91484
H 1.04681 3.31639 0.66156
H 2.19817 4.65606 0.83180
C 5.38738 2.42222 2.88074
C 4.42028 3.57581 2.90551
C 4.91169 4.88117 3.48395
O 3.29373 3.45952 2.47513
H 4.90507 1.55528 2.43970
H 6.26517 2.67708 2.28571
H 5.70230 2.17178 3.89442
H 5.76858 5.24240 2.91367
H 5.20725 4.74029 4.52453
H 4.11695 5.62291 3.43849
C -6.43296 0.77747 -1.49024
C -6.18071 -0.71079 -1.46040
C -7.24232 -1.57145 -0.82180
O -5.17418 -1.19465 -1.93069
H -5.60068 1.28267 -1.96912
H -7.34678 0.97941 -2.05293
H -6.54010 1.16146 -0.47379
H -8.18902 -1.45689 -1.34791
H -7.37699 -1.28712 0.22264
H -6.93975 -2.61474 -0.86648
C 5.48368 -2.41973 2.91000
C 6.48408 -1.53485 2.21504
C 7.20680 -2.12153 1.02769
O 6.70110 -0.40346 2.58989
H 5.03838 -1.87958 3.74199
H 4.69520 -2.71227 2.21438
H 5.97895 -3.31125 3.29593
H 6.48807 -2.40139 0.25616
H 7.76931 -3.00537 1.33279
H 7.89540 -1.38429 0.62108
C 2.43995 -2.79687 -3.05399
C 2.23626 -1.40281 -2.50708
C 1.33293 -0.49037 -3.29485
O 2.77699 -1.04500 -1.48443
H 3.10775 -3.35086 -2.39782
H 1.48343 -3.31856 -3.11113
H 2.88109 -2.74612 -4.05065
H 0.33161 -0.91943 -3.35760
H 1.72707 -0.34222 -4.29913
H 1.27296 0.47457 -2.79676
C -0.02548 -1.01933 -7.61621
C -0.22757 0.37349 -7.06785
C -1.13546 1.29029 -7.85009
O 0.31184 0.73629 -6.04920
H 0.64479 -1.57293 -6.96227
H -0.98156 -1.54197 -7.67028
H 0.41257 -0.96882 -8.61413
H -2.13627 0.86061 -7.91359
H -0.74242 1.43511 -8.85765
H -1.19434 2.25373 -7.34964
C -10.63246 -5.56210 0.09992
C -9.75759 -4.60143 -0.66909
C -9.02675 -5.15426 -1.86969
O -9.64642 -3.44428 -0.33975
H -11.09686 -5.04044 0.93334
H -11.41274 -5.95994 -0.55065
H -10.03252 -6.38751 0.48617
H -9.74203 -5.53580 -2.59988
H -8.36173 -5.96300 -1.56295
H -8.43627 -4.36555 -2.33040
C 6.13224 -2.01749 7.53155
C 6.77526 -2.75420 6.38215
C 8.16355 -2.31791 5.98200
O 6.20345 -3.64986 5.80580
H 5.14124 -2.42616 7.71438
H 6.73608 -2.13054 8.43316
H 6.04183 -0.95707 7.29088
H 8.85136 -2.44316 6.81966
H 8.15244 -1.26971 5.67845
H 8.50758 -2.92461 5.14730
```

Results
**Frontier orbital gap**: 0.346 Eh
**LUMO energy**: 0.447 eV
**E_HOMO**: -9.0 eV
**SMILES**: C#CC[C@@](S)(C#N)[C@H](C#N)[C@@H](I)[C@@H](C)I.CC(C)=O.CC(C)=O.CC(C)=O.CC(C)=O.CC(C)=O.CC(C)=O.CC(C)=O

Atom charges from the Mulliken analysis, given in e for atoms 1 to 5: -0.0300 -0.7563 -0.6438 0.0851 0.0607